Computed, not measured: a structure of composition C26H66LiN19O19, with ωB97M-V with the def2-TZVPD basis set.

## Properties
E_HOMO (spin up / spin down) (eV): -6.441 / -6.441
E_LUMO (spin up / spin down) (eV): 0.59 / -3.30
Charge: -1
Frontier orbital gap (spin up / spin down) (eV): 7.0270 / 3.1447
2S+1: 2
Energy (eV): -95458.112

Geometry (Å):
Li (-3.11452, 3.41861, 0.71544)
C (0.17313, 1.07016, 0.33947)
C (0.46789, -0.09532, 1.06011)
C (-0.42475, -0.58186, 2.16947)
O (-0.33745, -1.69705, 2.83815)
C (-1.53989, 0.15247, 2.43566)
C (-1.84164, 1.46517, 1.85403)
C (-1.00081, 1.87962, 0.59687)
O (-1.45527, 2.87575, -0.03483)
O (-2.63769, 2.21430, 2.39605)
O (1.50352, -0.78525, 0.65121)
H (0.78536, 1.27737, -0.52578)
H (-2.29004, -0.13620, 3.15700)
C (-2.76782, 6.45090, 3.03426)
C (-3.17121, 5.54226, 1.87022)
O (-2.45443, 5.43970, 0.87275)
O (-4.14738, 4.78368, 1.93453)
H (-3.29389, 7.37826, 3.26085)
H (-1.72992, 6.78066, 2.98802)
H (-2.82492, 5.85829, 3.94730)
C (3.41400, 0.43644, -2.80472)
O (3.00981, 1.54149, -2.55465)
N (3.27827, -0.53138, -1.94704)
N (3.87689, -0.06521, -3.94556)
H (2.93671, -0.31799, -1.02080)
H (3.73653, -1.37895, -2.24986)
H (4.04799, 0.65123, -4.63659)
H (4.27585, -0.97665, -4.11938)
C (2.43100, -2.82650, 4.91910)
O (1.41544, -3.41656, 5.32535)
N (3.60750, -2.93798, 5.39100)
N (2.33353, -1.95214, 3.98615)
H (3.63310, -3.62614, 6.12983)
H (4.45645, -2.61653, 4.94821)
H (3.16838, -1.68511, 3.48436)
H (1.41151, -1.90156, 3.57699)
C (5.94311, -2.69599, 0.72799)
O (6.24304, -1.84984, -0.06196)
N (4.80294, -2.88092, 1.31192)
N (6.74428, -3.59590, 1.27799)
H (4.63184, -3.69933, 1.87853)
H (3.99077, -2.36250, 1.00907)
H (6.38708, -4.19010, 2.01245)
H (7.61068, -3.87842, 0.84251)
C (1.72657, -4.51710, 0.02650)
O (1.50949, -5.55585, -0.56556)
N (1.49576, -4.23101, 1.28682)
N (2.27266, -3.50035, -0.52285)
H (1.84659, -3.35290, 1.64170)
H (1.34544, -5.00236, 1.92128)
H (2.37350, -3.50814, -1.52777)
H (1.75737, -2.69758, -0.19096)
C (3.91284, 4.12770, 0.35207)
O (4.22895, 5.13692, 0.79125)
N (3.13328, 3.19282, 0.79586)
N (4.40126, 3.76259, -0.77322)
H (2.61171, 3.31744, 1.65175)
H (2.84944, 2.53977, 0.07958)
H (4.83880, 4.41936, -1.40355)
H (4.31294, 2.78277, -1.00181)
C (0.07018, 3.74469, -3.30865)
O (0.74781, 4.19140, -4.26943)
N (0.61010, 2.95210, -2.39424)
N (-1.18182, 3.92059, -3.15834)
H (0.00121, 2.70782, -1.62633)
H (1.54894, 2.60628, -2.53242)
H (-1.67071, 3.53573, -2.36275)
H (-1.54546, 4.61865, -3.79125)
C (0.63167, 6.29157, -0.73613)
O (1.73628, 6.76023, -1.12254)
N (0.49769, 5.33893, 0.17767)
N (-0.52557, 6.83888, -0.98792)
H (1.23698, 4.82689, 0.63744)
H (-0.41168, 4.89965, 0.16445)
H (-0.42364, 7.67332, -1.54776)
H (-1.40198, 6.44297, -0.67931)
C (-3.43020, -3.27840, 1.10923)
O (-4.25782, -4.18816, 0.84451)
N (-2.10230, -3.33814, 0.98735)
N (-3.80291, -2.20221, 1.71857)
H (-1.64153, -4.14878, 0.59922)
H (-1.67622, -2.47871, 1.30349)
H (-4.77095, -1.97517, 1.54122)
H (-3.09471, -1.51392, 1.93025)
C (-5.81141, 1.75232, 3.79906)
O (-6.92319, 1.32632, 3.82182)
N (-4.81450, 1.01671, 3.37192)
N (-5.42404, 2.94108, 4.22928)
H (-3.95041, 1.46409, 3.10120)
H (-5.06216, 0.14565, 2.92468)
H (-6.14068, 3.54193, 4.61073)
H (-4.45785, 3.19361, 4.07832)
C (-2.13748, -2.87351, -6.18618)
C (-2.24912, -2.85095, -4.63444)
C (-1.17223, -3.80614, -4.01790)
C (-0.90346, -3.60777, -2.52261)
C (-0.40770, -2.20502, -2.33906)
C (-1.28019, -1.03304, -2.96374)
N (-1.86325, -1.45863, -4.26196)
O (-2.67765, -0.48005, -4.77703)
C (-2.30248, -0.70488, -1.86201)
C (-0.22764, 0.03241, -3.18872)
C (-3.60646, -3.24263, -4.08642)
H (-1.20305, -2.38728, -6.46635)
H (-2.92441, -2.23698, -6.59075)
H (-2.37011, -3.85260, -6.60494)
H (-1.56535, -4.78871, -4.27885)
H (-0.31580, -3.69370, -4.68272)
H (-0.28250, -4.44770, -2.21113)
H (-1.81892, -3.73902, -1.94571)
H (0.62287, -2.12241, -2.68433)
H (-0.26966, -2.04049, -1.27043)
H (-2.85130, 0.21299, -2.07273)
H (-3.14113, -1.40102, -1.84877)
H (-1.96930, -0.80476, -0.82899)
H (0.52329, -0.28768, -3.91103)
H (-0.64680, 1.02122, -3.37494)
H (0.33711, 0.28068, -2.29010)
H (-4.39251, -2.52984, -4.33574)
H (-3.71028, -3.26690, -3.00165)
H (-3.82183, -4.27461, -4.36345)
H (-2.09154, -0.02051, -5.38276)
O (-1.90270, -3.24284, 4.97084)
H (-1.65647, -3.13305, 4.05239)
H (-1.11927, -2.99309, 5.46084)
O (0.57407, -0.23276, 5.40368)
H (1.38221, -0.68490, 5.16135)
H (-0.09547, -0.61867, 4.83887)
O (3.96784, -0.04895, 1.87635)
H (4.01710, 0.85092, 1.55379)
H (3.09090, -0.34410, 1.63119)